[1]
{"formula": "C11H28BCl3CoLiO8", "method": "ωB97M-V with the def2-TZVPD basis set", "symbols": ["Co", "Cl", "Cl", "Cl", "O", "O", "O", "O", "O", "O", "O", "O", "C", "C", "C", "C", "C", "C", "C", "C", "C", "C", "C", "B", "Li", "H", "H", "H", "H", "H", "H", "H", "H", "H", "H", "H", "H", "H", "H", "H", "H", "H", "H", "H", "H", "H", "H", "H", "H", "H", "H", "H", "H"], "positions_angstrom": [[22.252, 3.823, -13.789], [20.265, -0.884, -16.266], [19.212, -0.018, -13.717], [20.902, 8.351, -13.262], [18.259, 5.432, -12.531], [23.423, 2.195, -14.484], [22.084, 8.523, -13.961], [19.869, 7.957, -14.159], [22.165, 3.482, -11.648], [20.550, 9.454, -12.421], [21.102, 7.232, -12.387], [17.264, 6.101, -15.360], [16.739, 3.931, -11.419], [23.540, 1.768, -15.843], [15.912, 6.380, -17.064], [21.298, 2.867, -10.712], [15.593, 7.425, -15.967], [18.159, 5.836, -11.118], [17.281, 5.926, -16.844], [16.652, 7.284, -15.001], [16.834, 5.215, -10.610], [17.426, 4.335, -12.744], [19.303, 0.219, -15.413], [20.364, 4.185, -14.659], [19.181, 5.907, -14.203], [16.923, 4.930, -9.562], [24.513, 2.030, -16.258], [15.886, 5.645, -10.933], [15.605, 8.452, -16.329], [17.416, 8.055, -15.098], [20.617, 4.824, -13.828], [18.097, 6.478, -17.311], [15.741, 6.740, -18.078], [18.284, 0.010, -15.740], [15.254, 5.513, -17.009], [18.174, 6.925, -11.060], [20.365, 3.424, -10.628], [21.799, 3.134, -9.781], [18.997, 5.410, -10.567], [21.092, 4.323, -15.444], [22.785, 2.197, -16.501], [17.429, 4.901, -17.182], [16.698, 4.631, -13.500], [17.323, 3.157, -10.921], [19.612, 1.227, -15.688], [14.735, 7.182, -15.339], [15.714, 3.574, -11.515], [19.354, 4.393, -14.979], [21.113, 1.794, -10.749], [18.089, 3.563, -13.135], [20.501, 3.191, -14.263], [23.533, 0.688, -15.992], [16.447, 7.291, -13.930]], "nbo_charge": [1.55, 0.00, 0.00, 2.61, -0.59, -0.97, -0.86, -0.95, -1.00, -0.85, -0.91, -0.57, -0.42, -0.24, -0.43, -0.22, -0.44, -0.07, -0.07, -0.08, -0.44, -0.08, -0.45, -0.92, 0.88, 0.22, 0.13, 0.20, 0.22, 0.18, -0.01, 0.18, 0.21, 0.21, 0.21, 0.21, 0.11, 0.15, 0.20, 0.02, 0.13, 0.20, 0.17, 0.21, 0.24, 0.21, 0.20, -0.01, 0.13, 0.21, 0.02, 0.14, 0.20], "total_energy_ha": -3833.19694, "homo_lumo_gap_ev": [6.761, 6.607], "e_homo_ev": [-4.831, -4.677], "max_force_ha_per_bohr": 0.0892, "lumo_energy_ev": [1.9, 1.9], "s_squared": 3.76, "spin_multiplicity": 4, "total_charge": -1}

[2]
{"formula": "H7S4", "method": "ωB97M-V with the def2-TZVPD basis set", "symbols": ["S", "S", "S", "S", "H", "H", "H", "H", "H", "H", "H"], "positions_angstrom": [[-1.129, 0.303, -4.545], [1.864, -1.737, 0.052], [-1.355, -0.452, 1.803], [1.489, 1.441, 2.123], [-0.248, 0.266, 2.320], [1.225, -1.602, 1.230], [-2.389, 0.720, -4.344], [-1.453, -1.463, 2.726], [1.267, 1.773, 3.414], [1.382, -0.711, -0.720], [-0.652, 1.461, -4.058]], "nbo_charge": [-0.29, -0.36, -0.47, -0.94, 0.21, 0.19, 0.14, 0.11, 0.10, 0.16, 0.15], "total_energy_ha": -1596.95170, "homo_lumo_gap_ev": 6.040, "e_above_lowest_kcal_mol": 9.3, "e_homo_ev": -3.235, "max_force_ha_per_bohr": 0.0229, "lumo_energy_ev": 2.8, "spin_multiplicity": 1, "total_charge": -1}

[3]
{"formula": "C3H8S", "method": "ωB97M-V with the def2-TZVPD basis set", "symbols": ["S", "C", "C", "C", "H", "H", "H", "H", "H", "H", "H", "H"], "positions_angstrom": [[2.997, 0.054, -0.085], [-0.579, 0.399, 0.001], [-0.585, -0.375, -1.268], [0.174, -0.060, 1.315], [0.409, -0.467, -1.725], [1.281, -0.066, 1.061], [-1.206, 0.093, -1.995], [0.164, 0.742, 2.047], [0.000, 1.359, -0.290], [-0.066, -1.023, 1.732], [-0.967, -1.502, -1.112], [-1.624, 0.846, 0.319]], "nbo_charge": [-0.97, -0.40, -0.61, -0.63, 0.25, 0.25, 0.19, 0.19, 0.21, 0.18, 0.16, 0.16], "total_energy_ha": -517.24389, "homo_lumo_gap_ev": [7.098, 6.518], "e_above_lowest_kcal_mol": 14.0, "e_homo_ev": [-2.837, -2.410], "max_force_ha_per_bohr": 0.0788, "lumo_energy_ev": [4.3, 4.1], "s_squared": 0.75, "spin_multiplicity": 2, "total_charge": -1}

[4]
{"formula": "C36H35As3N3O8S2W", "method": "ωB97M-V with the def2-TZVPD basis set", "symbols": ["W", "As", "As", "As", "S", "S", "O", "O", "O", "O", "O", "O", "O", "O", "N", "N", "N", "C", "C", "C", "C", "C", "C", "C", "C", "C", "C", "C", "C", "C", "C", "C", "C", "C", "C", "C", "C", "C", "C", "C", "C", "C", "C", "C", "C", "C", "C", "C", "C", "C", "C", "C", "C", "H", "H", "H", "H", "H", "H", "H", "H", "H", "H", "H", "H", "H", "H", "H", "H", "H", "H", "H", "H", "H", "H", "H", "H", "H", "H", "H", "H", "H", "H", "H", "H", "H", "H", "H"], "positions_angstrom": [[0.863, 0.179, 0.403], [-1.638, -0.968, 0.615], [2.280, -0.848, -1.826], [-0.912, 1.499, -1.370], [-1.239, 2.091, 4.245], [4.020, 0.111, 1.353], [4.689, 0.019, 2.615], [0.943, -1.554, 1.325], [1.698, 3.323, -1.061], [2.508, 0.218, 1.672], [1.049, 2.135, 0.738], [2.182, 0.670, -0.873], [4.442, 1.122, 0.434], [0.634, -1.074, -1.075], [2.867, 3.342, 2.261], [2.600, 3.772, 0.956], [-0.096, 0.738, 2.446], [-1.523, -2.720, 2.899], [-3.150, -3.805, -2.082], [-0.353, 0.711, 4.720], [-0.620, -0.166, -3.721], [-2.689, -2.370, 4.975], [4.927, -2.421, 1.224], [1.791, 3.062, 0.119], [5.073, -3.712, 0.729], [4.117, -1.503, 0.575], [-2.750, 0.790, -1.313], [0.904, 0.286, -5.524], [-1.853, -2.519, -0.513], [-1.289, 3.392, -1.463], [-2.991, -2.669, -1.299], [3.432, -1.873, -0.598], [3.609, -3.164, -1.082], [1.290, 1.468, -4.907], [-1.486, 5.579, -0.484], [-3.325, -1.261, 4.442], [-1.803, -3.107, 4.199], [4.412, -4.089, -0.423], [-0.048, -0.532, -4.930], [-0.880, -3.516, -0.500], [-0.832, 1.804, 2.636], [-2.055, 6.055, -1.656], [-1.860, 3.870, -2.639], [0.174, 0.108, 3.635], [-2.238, 5.201, -2.734], [-2.128, -1.580, 2.376], [-2.181, -4.795, -2.070], [-3.067, 0.234, 0.069], [-0.246, 1.029, -3.113], [-1.052, -4.653, -1.274], [0.721, 1.845, -3.698], [-3.030, -0.856, 3.147], [-1.100, 4.251, -0.388], [-0.830, -3.296, 2.300], [-2.898, -2.678, 5.991], [-2.861, 0.033, -2.089], [-3.405, 1.624, -1.562], [5.715, -4.413, 1.246], [1.657, -1.548, 1.975], [1.350, -0.002, -6.466], [-3.521, 0.025, 2.752], [-2.671, 5.571, -3.654], [3.759, 2.857, 2.295], [2.905, 4.151, 2.866], [-1.329, -3.987, 4.612], [-2.308, -5.682, -2.676], [0.012, -3.394, 0.099], [5.445, -2.113, 2.122], [4.527, -5.088, -0.822], [1.039, 2.752, -3.200], [-3.999, -0.668, 5.047], [3.290, 4.325, 0.467], [-1.133, 2.463, 1.839], [2.040, 2.100, -5.363], [-0.281, 0.403, 5.748], [3.117, -3.462, -2.004], [-2.348, 7.094, -1.733], [-1.333, -0.835, -3.253], [-1.324, 6.247, 0.351], [-0.344, -1.458, -5.405], [0.774, -0.783, 3.654], [-3.768, -1.916, -1.309], [-4.025, -0.286, 0.107], [-0.299, -5.430, -1.259], [-0.603, 3.912, 0.510], [-4.035, -3.915, -2.693], [-1.998, 3.212, -3.489], [-3.107, 1.040, 0.805]], "lowdin_charge": [1.66, 1.30, 1.32, 1.34, 1.11, 0.54, -0.27, -0.40, 0.05, -0.48, -0.34, -0.64, -0.26, -0.75, 0.06, 0.01, -0.17, -0.10, -0.07, -0.34, -0.13, -0.07, -0.04, -0.67, -0.05, -0.26, -0.37, -0.07, -0.34, -0.35, -0.10, -0.35, -0.13, -0.06, -0.06, -0.07, -0.06, -0.06, -0.08, -0.11, -0.47, -0.07, -0.10, -0.21, -0.06, -0.35, -0.07, -0.40, -0.40, -0.06, -0.11, -0.12, -0.10, 0.10, 0.11, 0.05, 0.08, 0.11, 0.03, 0.11, 0.09, 0.11, 0.07, 0.09, 0.11, 0.11, 0.08, 0.11, 0.11, 0.10, 0.11, 0.16, 0.06, 0.11, 0.09, 0.10, 0.11, 0.09, 0.11, 0.11, 0.12, 0.09, 0.08, 0.11, 0.08, 0.11, 0.11, 0.06], "total_energy_ha": -9729.68097, "homo_lumo_gap_ev": 7.250, "e_above_lowest_kcal_mol": 0.0, "e_homo_ev": -11.133, "max_force_ha_per_bohr": 0.0108, "lumo_energy_ev": -3.9, "spin_multiplicity": 1, "total_charge": 1}

[5]
{"formula": "C5H12NP", "method": "ωB97M-V with the def2-TZVPD basis set", "symbols": ["P", "N", "C", "C", "C", "C", "C", "H", "H", "H", "H", "H", "H", "H", "H", "H", "H", "H", "H"], "positions_angstrom": [[-2.052, 1.368, -0.364], [0.099, -0.452, 0.295], [1.586, 0.298, -1.317], [-1.166, -0.288, -0.036], [-2.087, -1.430, 0.031], [1.092, 0.536, 0.098], [2.141, 0.282, 1.240], [-1.345, -2.277, 0.406], [0.683, 0.696, -2.036], [0.846, 1.574, 0.055], [3.204, 0.646, 0.916], [2.271, -0.893, 1.398], [-2.843, -1.494, 0.872], [-2.538, -1.564, -0.873], [-3.367, 0.766, -0.708], [1.748, 0.678, 2.273], [-2.536, 1.445, 0.921], [2.480, 0.922, -1.582], [1.785, -0.815, -1.589]], "nbo_charge": [0.30, -0.20, -0.61, -0.18, -0.65, -0.15, -0.62, 0.22, 0.21, 0.23, 0.21, 0.22, 0.21, 0.21, -0.01, 0.23, -0.05, 0.21, 0.22], "total_energy_ha": -593.58112, "homo_lumo_gap_ev": [6.579, 7.153], "e_above_lowest_kcal_mol": 68.5, "e_homo_ev": [-5.574, -9.608], "max_force_ha_per_bohr": 0.1021, "lumo_energy_ev": [1.0, -2.5], "s_squared": 2.01, "spin_multiplicity": 3, "total_charge": 0}

[6]
{"formula": "CH6NOPS", "method": "ωB97M-V with the def2-TZVPD basis set", "symbols": ["S", "P", "O", "N", "C", "H", "H", "H", "H", "H", "H"], "positions_angstrom": [[1.398, -0.857, -0.464], [3.007, 0.706, -0.445], [-1.686, -0.893, -0.627], [1.663, -1.829, 0.568], [-1.925, 0.421, -0.103], [3.029, 0.206, 0.895], [-1.567, -1.569, 0.080], [2.006, 1.578, -0.175], [-2.936, 0.787, -0.238], [-1.806, 0.363, 0.941], [-1.181, 1.088, -0.433]], "nbo_charge": [0.75, 0.00, -0.74, -0.74, -0.24, 0.01, 0.48, -0.03, 0.18, 0.17, 0.17], "total_energy_ha": -911.09391, "homo_lumo_gap_ev": 7.778, "e_above_lowest_kcal_mol": 124.9, "e_homo_ev": -8.447, "max_force_ha_per_bohr": 0.0428, "lumo_energy_ev": -0.7, "spin_multiplicity": 1, "smiles": "N#S#[PH2].CO", "total_charge": 0}